[1]
{"formula": "C11H14F4N3O5S", "method": "ωB97M-V with the def2-TZVPD basis set", "elements": ["C", "C", "O", "C", "C", "O", "C", "C", "S", "C", "N", "C", "C", "N", "C", "F", "F", "C", "F", "F", "H", "H", "H", "H", "H", "H", "H", "H", "H", "H", "H", "H", "H", "H", "N", "O", "O", "O"], "coordinates": [[1.0701, -3.1962, 3.6300], [0.4111, -2.3491, 2.5545], [0.4761, -0.9850, 2.9504], [-0.6144, -0.2082, 2.4913], [-0.7593, -0.1453, 0.9766], [-0.8668, 1.2357, 0.6144], [-1.1709, 1.4397, -0.7415], [-0.0721, 2.3252, -1.3919], [0.1023, 3.8625, -0.3998], [-0.4869, 2.8084, -2.6984], [-0.7978, 3.1587, -3.7468], [1.2801, 1.5544, -1.4720], [2.4474, 2.4259, -1.5634], [3.3811, 3.0848, -1.6595], [1.3640, 0.5258, -2.6243], [1.8712, 1.1072, -3.7429], [0.1389, 0.0499, -2.9442], [2.2485, -0.7044, -2.3274], [3.5557, -0.3846, -2.4479], [2.0416, -1.1303, -1.0542], [0.8394, -2.7620, 4.5984], [0.7333, -4.2272, 3.5914], [2.1504, -3.1755, 3.5195], [0.9644, -2.4665, 1.6218], [-0.6218, -2.6533, 2.3915], [-0.4440, 0.8048, 2.8442], [-1.5462, -0.5594, 2.9376], [0.0881, -0.6212, 0.4834], [-1.6669, -0.6555, 0.6532], [-2.1173, 1.9616, -0.8291], [-1.2936, 0.5002, -1.2676], [0.4321, 3.2603, 0.7467], [1.3730, 1.0328, -0.5226], [1.9916, -1.5061, -3.0191], [-4.1316, -0.8218, -0.5182], [-3.8202, 0.3236, -0.9182], [-3.2504, -1.5422, 0.0180], [-5.2932, -1.2339, -0.6256]], "homo_lumo_gap_ev": 7.72, "total_charge": -1, "e_lumo_ev": 2.572, "multiplicity": 1}

---

[2]
{"formula": "C11H14F6N2O5PSTi", "method": "ωB97M-V with the def2-TZVPD basis set", "elements": ["Ti", "C", "C", "C", "C", "C", "C", "C", "S", "O", "O", "N", "C", "C", "O", "O", "H", "H", "H", "H", "H", "H", "H", "H", "H", "C", "C", "N", "O", "H", "H", "H", "H", "H", "F", "P", "F", "F", "F", "F", "F"], "coordinates": [[1.1006, 1.0293, -0.0274], [-3.7421, -4.8262, -0.0294], [-3.1599, -3.4435, -0.0363], [-2.1646, -3.0844, -0.9383], [-1.6349, -1.8033, -0.9496], [-2.1217, -0.8788, -0.0361], [-3.1229, -1.2050, 0.8780], [-3.6272, -2.4868, 0.8714], [-1.5235, 0.7465, -0.0176], [-2.5698, 1.7058, -0.0738], [-0.4798, 0.8116, -1.1409], [-0.4884, 0.9401, 1.1937], [-0.6565, 2.0683, 2.1068], [0.4384, 3.0886, 1.8173], [0.6026, 4.1256, 2.3564], [1.2594, 2.6484, 0.7919], [-3.2235, -5.4828, -0.7244], [-4.7961, -4.7961, -0.3095], [-3.6817, -5.2621, 0.9682], [-1.7948, -3.8142, -1.6464], [-0.8630, -1.5360, -1.6558], [-3.5026, -0.4719, 1.5781], [-4.4027, -2.7591, 1.5759], [-0.5762, 1.7510, 3.1458], [-1.6231, 2.5561, 1.9706], [2.2676, 4.0622, -1.9753], [2.9156, 2.7594, -1.6864], [4.2174, 2.6357, -1.6383], [2.2101, 1.7209, -1.4604], [2.9295, 4.7408, -2.5077], [1.9909, 4.5062, -1.0153], [1.3593, 3.8891, -2.5474], [4.8254, 3.4170, -1.8266], [4.6272, 1.7393, -1.4098], [3.7929, -0.5231, -0.2089], [2.8104, -1.4309, 0.6566], [1.5682, -0.9184, -0.4990], [3.1025, -2.7033, -0.1769], [3.8408, -1.5904, 1.8021], [1.6353, -2.0716, 1.4706], [2.2610, 0.1461, 1.3542]], "homo_lumo_gap_ev": 7.75, "total_charge": 1, "e_lumo_ev": -4.911, "multiplicity": 1}

---

[3]
{"formula": "C11H14IrN2O5S", "method": "ωB97M-V with the def2-TZVPD basis set", "elements": ["Ir", "O", "C", "C", "N", "C", "C", "O", "O", "C", "C", "O", "O", "H", "H", "H", "H", "H", "H", "H", "H", "H", "S", "C", "N", "C", "C", "C", "C", "H", "H", "H", "H", "H"], "coordinates": [[0.6629, 0.7909, 0.0719], [0.8628, 1.3874, 2.0986], [-0.1979, 2.3094, 2.4913], [-0.6524, 3.0502, 1.2430], [-1.0024, 2.0664, 0.1644], [-1.1288, 2.7105, -1.1816], [0.1405, 2.5450, -2.0055], [0.5567, 3.2763, -2.8227], [0.8187, 1.3466, -1.6978], [-2.2135, 1.2416, 0.5101], [-1.8639, -0.2368, 0.6244], [-2.6392, -1.1292, 0.4869], [-0.5767, -0.4664, 0.9711], [1.5974, 1.3128, 2.7192], [0.1848, 3.0170, 3.2242], [-0.9831, 1.7143, 2.9547], [0.1673, 3.6609, 0.8623], [-1.5009, 3.7009, 1.4676], [-1.4013, 3.7604, -1.0954], [-1.9034, 2.1989, -1.7538], [-2.9944, 1.3869, -0.2311], [-2.6211, 1.5603, 1.4699], [2.4024, -0.6350, -0.1363], [1.8126, -2.2326, -0.5760], [0.5576, -2.6282, -0.2682], [0.0914, -3.8442, -0.5694], [0.9006, -4.7516, -1.2288], [2.1955, -4.3795, -1.5537], [2.6658, -3.1122, -1.2159], [-0.0536, -1.9593, 0.2342], [-0.9268, -4.0506, -0.2680], [0.5155, -5.7310, -1.4729], [2.8508, -5.0732, -2.0640], [3.6760, -2.8074, -1.4525]], "e_above_lowest_kcal_mol": 0.0, "homo_lumo_gap_ev": [8.16, 6.17], "total_charge": 2, "e_lumo_ev": [-8.447, -10.354], "multiplicity": 2}

---

[4]
{"formula": "C11H14N2", "method": "ωB97M-V with the def2-TZVPD basis set", "elements": ["C", "C", "C", "C", "C", "C", "C", "H", "H", "H", "H", "H", "H", "H", "H", "C", "C", "C", "C", "N", "N", "H", "H", "H", "H", "H", "H"], "coordinates": [[-0.3111, -1.0606, -3.7918], [1.1802, -0.6102, -0.3609], [2.5119, -0.9332, -0.5607], [0.2555, -0.6921, -1.3784], [0.6399, -1.1342, -2.6478], [2.9490, -1.2871, -1.8440], [1.9996, -1.4288, -2.8341], [0.9780, -0.1589, 0.6026], [3.2431, -0.8033, 0.2252], [-0.7927, -0.4440, -1.2576], [3.9881, -1.5273, -2.0185], [-1.3519, -1.1808, -3.4500], [-0.2779, -1.8836, -4.5027], [2.3191, -1.7432, -3.8231], [-0.2745, -0.1025, -4.3086], [-3.1035, 1.9778, 1.1439], [0.0691, 1.1371, 2.5649], [-1.9788, 1.4227, 1.9631], [-1.9827, 0.4356, 2.8956], [-0.6880, 1.8349, 1.7783], [-0.6839, 0.2199, 3.2896], [1.1180, 1.2403, 2.7816], [-0.4583, -0.5650, 3.8640], [-2.7376, -0.2194, 3.2944], [-3.2391, 1.3377, 0.2749], [-2.8772, 3.0076, 0.8738], [-4.0656, 2.0401, 1.6546]], "e_above_lowest_kcal_mol": 8.1, "homo_lumo_gap_ev": 9.50, "total_charge": 0, "e_lumo_ev": 0.856, "multiplicity": 1, "smiles": "Cc1c[nH]cn1.Cc1ccccc1"}

---

[5]
{"formula": "C11H14N2O", "method": "ωB97M-V with the def2-TZVPD basis set", "elements": ["C", "C", "C", "C", "C", "C", "C", "O", "H", "H", "H", "H", "H", "H", "H", "H", "C", "C", "C", "C", "N", "N", "H", "H", "H", "H", "H", "H"], "coordinates": [[1.3864, 1.2444, -0.5171], [1.8308, 0.0049, 0.1683], [1.7886, -1.1634, -0.5988], [1.9012, -0.0780, 1.5587], [1.6413, -2.4372, 0.0147], [1.7386, -1.3026, 2.1532], [1.4877, -2.4509, 1.4017], [0.9985, -3.5020, 2.0878], [1.3458, 1.1036, -1.5942], [2.1786, 2.0530, -0.5224], [1.7567, -1.2097, -1.6820], [2.0466, 0.8428, 2.1328], [1.6347, -3.2030, -0.7324], [1.3506, -1.3592, 3.1805], [0.7211, -4.2921, 1.6293], [0.6609, 1.9044, -0.0371], [-2.7427, 2.6504, 0.3138], [-2.1657, 0.2047, -0.3090], [-2.1469, 1.5316, -0.5472], [-1.1526, 0.6496, -2.2441], [-1.5684, -0.3933, -1.4201], [-1.4546, 1.8078, -1.7037], [-2.5652, -0.4427, 0.4380], [-1.2378, -1.3272, -1.2592], [-3.0908, 3.3454, -0.4716], [-2.0803, 2.9988, 1.0925], [-0.5735, 0.5921, -3.1481], [-3.6896, 2.2278, 0.6159]], "e_above_lowest_kcal_mol": 61.9, "homo_lumo_gap_ev": 8.74, "total_charge": 0, "e_lumo_ev": 0.574, "multiplicity": 1, "smiles": "Cc1ccc(O)cc1.Cc1c[nH]cn1"}

---

[6]
{"formula": "C11H14N3O", "method": "ωB97M-V with the def2-TZVPD basis set", "elements": ["C", "C", "C", "C", "C", "C", "C", "C", "C", "C", "C", "N", "N", "N", "O", "H", "H", "H", "H", "H", "H", "H", "H", "H", "H", "H", "H", "H", "H"], "coordinates": [[-2.8223, -2.1838, 0.5791], [-3.7568, -1.5715, -0.3054], [-1.6995, -1.5596, 0.9610], [-3.5856, -0.2725, -0.6565], [-1.3911, -0.2783, 0.4886], [-2.4136, 0.3866, -0.2410], [-0.1576, 1.7248, 0.2463], [-1.1889, 2.2886, -0.4082], [2.2639, 0.2292, 1.2198], [2.9924, 0.1764, -0.2265], [-0.1363, 0.3120, 0.6297], [0.9457, -0.2482, 1.0720], [2.7348, -1.0620, -0.8558], [2.5140, 1.3348, -1.0594], [-2.2883, 1.6789, -0.6573], [-3.0537, -3.0719, 1.0378], [-4.6313, -2.1550, -0.4116], [-0.9112, -2.1581, 1.4575], [-4.2140, 0.3092, -1.3478], [0.8023, 2.1894, 0.0720], [-1.1826, 3.3338, -0.7974], [2.8309, -0.4056, 1.9782], [2.2821, 1.3368, 1.6007], [4.0006, 0.0937, 0.0896], [0.8761, -1.2291, 1.4233], [3.5235, -1.3908, -1.4311], [1.8934, -1.0541, -1.5119], [3.0248, 2.1901, -0.8223], [2.7483, 1.0563, -2.1236]], "e_above_lowest_kcal_mol": 26.9, "homo_lumo_gap_ev": 8.59, "total_charge": 1, "e_lumo_ev": -3.987, "multiplicity": 1, "smiles": "NC(N)C/[NH+]=c1\\ccoc2ccccc12"}

---

Which value of multiplicity does entry 2 give?
1